No. 1
121
Properties=species:S:1:pos:R:3:forces:R:3:lowdin_charge:R:1 method="wB97M-V/def2-TZVPD" multiplicity=1 total_charge=+1 homo_energy_ev=-10.03 e_lumo_ev=-5.74 gap_ev=4.29
Be -8.2197 21.8779 1.8963 1.17 -3.97 -0.16 1.065
C -7.0482 18.1685 4.6773 -0.30 -0.65 1.01 -0.069
C -8.1812 18.2435 3.6842 -1.41 0.99 -1.15 -0.584
C -9.5478 17.7302 4.2034 0.70 0.45 0.74 -0.036
O -8.3604 19.5386 3.1321 0.35 1.34 -0.36 -0.339
H -7.1836 17.3153 5.3419 0.12 -0.70 -0.32 0.062
H -7.0579 18.9245 5.4624 0.12 0.84 -0.49 0.064
H -6.0879 18.0604 4.1730 0.13 0.34 0.20 0.073
H -7.9109 17.5618 2.8777 0.19 -0.23 -0.29 0.069
H -10.3881 18.0719 3.5990 0.26 -0.14 -0.33 0.063
H -9.6918 18.1888 5.1817 -0.18 -0.12 0.26 0.051
H -9.5738 16.6476 4.3277 0.00 -0.07 -0.03 0.054
C -7.8486 19.2549 -0.6588 -0.38 1.34 0.44 -0.039
O -6.9186 20.1867 0.0152 -1.14 0.26 -2.06 -0.238
C -5.8554 19.6154 0.7032 0.07 0.00 1.41 -0.210
C -5.0109 20.7169 1.4642 -1.08 0.25 -0.90 -0.112
N -5.9133 21.3818 2.4590 0.40 1.00 0.89 -0.033
C -5.2278 22.4741 3.2327 -0.20 1.56 0.26 -0.187
C -4.1643 22.0210 4.2254 -0.37 -1.83 0.23 -0.183
O -4.4744 20.6818 4.6500 -0.17 0.83 -0.33 -0.251
C -3.9166 20.4001 5.9321 -0.66 -1.14 -0.88 -0.074
H -8.5576 19.9264 -1.1430 0.08 0.12 -0.10 0.063
H -8.4691 18.6741 0.0237 0.52 -0.15 0.50 0.074
H -7.4742 18.6031 -1.4482 0.82 0.11 0.31 0.097
H -5.2425 18.9015 0.1529 0.27 0.49 -0.58 0.115
H -6.4258 19.0004 1.3992 0.79 -0.25 1.19 0.101
H -4.5661 21.5747 0.9598 -0.11 -0.53 -1.22 0.123
H -4.1728 20.2399 1.9722 -0.16 -0.24 0.26 0.127
H -5.7450 20.6806 3.1662 -2.15 -0.83 0.93 0.069
H -5.8887 23.0686 3.8635 -1.10 -0.74 -0.16 0.098
H -4.8310 23.3135 2.6616 0.33 -0.47 -0.89 0.119
H -4.2936 22.5352 5.1777 0.76 1.12 -0.52 0.123
H -3.1774 21.9852 3.7639 0.29 0.50 0.42 0.131
H -4.3470 19.4065 6.0568 0.74 -0.22 0.69 0.091
H -4.2763 21.0248 6.7497 -0.12 0.42 -0.19 0.091
H -2.8291 20.4330 5.8647 0.04 -0.23 0.27 0.099
C -12.5111 16.5674 10.5464 1.29 1.33 -0.15 -0.053
C -12.3177 18.1181 10.6647 -1.81 -1.13 0.88 -0.413
C -11.2964 18.6001 9.6222 0.70 -0.70 -0.65 -0.176
O -10.0646 17.8978 9.8804 1.27 0.45 0.02 -0.198
C -8.8704 18.2499 9.1351 -0.54 -0.17 0.16 -0.090
N -13.6686 18.6490 10.4959 -0.19 1.40 -1.34 0.009
H -11.5030 16.2382 10.7979 -0.30 -0.99 -0.15 0.069
H -12.7889 16.3515 9.5147 0.22 -0.16 -0.04 0.076
H -13.2847 16.1405 11.1846 0.21 0.31 0.27 0.074
H -12.0289 18.3450 11.6909 0.87 -0.01 -0.02 0.129
H -11.0825 19.6619 9.4996 -0.30 0.38 0.74 0.113
H -11.6435 18.2968 8.6345 -0.33 -0.18 -0.24 0.118
H -8.3972 19.2173 9.3034 -0.93 0.82 0.32 0.071
H -9.0135 18.1485 8.0593 -0.18 -0.14 -0.13 0.063
H -8.0152 17.6403 9.4268 -0.61 -0.85 0.18 0.083
H -14.3954 18.3278 11.1194 0.51 -0.55 0.18 0.070
H -13.7113 19.6568 10.5471 0.15 0.19 -0.05 0.062
C -10.2860 20.7470 6.3692 -0.78 -0.96 1.26 -0.054
C -9.5321 22.0047 6.2139 0.57 1.89 0.96 -0.440
C -8.9938 22.6601 7.5171 -0.66 0.56 0.08 -0.171
O -10.1150 23.1947 8.2716 0.34 -0.44 0.04 -0.177
C -9.8335 23.8341 9.5147 1.47 -0.75 0.75 -0.110
N -8.4171 21.7841 5.3248 1.02 -0.04 -1.43 0.070
H -11.0809 20.8677 7.1052 -0.35 0.07 -0.23 0.087
H -9.6539 19.9749 6.8079 0.28 -0.10 -0.09 0.062
H -10.6740 20.3461 5.4328 -0.05 0.23 -0.02 0.080
H -10.1734 22.8112 5.8586 -0.20 -0.15 -0.60 0.135
H -8.3330 23.5001 7.3031 -0.02 0.29 -0.58 0.118
H -8.2964 21.9596 7.9765 -0.50 -0.50 1.05 0.117
H -9.0573 24.5992 9.5048 -0.06 0.48 -0.85 0.080
H -9.3725 23.1417 10.2191 -0.09 -0.64 0.04 0.078
H -10.6664 24.2411 10.0881 -0.58 -0.14 -0.98 0.089
H -7.5190 21.6595 5.7697 0.26 0.72 0.66 0.067
H -8.4595 20.8681 4.9014 -0.65 -0.43 -0.91 0.009
C -5.7442 15.6860 -0.1228 -0.45 -1.22 0.39 -0.035
C -6.7774 15.0253 0.8416 -0.31 0.35 -0.61 -0.409
C -6.4412 14.9801 2.3151 0.44 -1.58 -0.61 -0.183
O -7.5164 14.2331 2.9493 1.83 1.10 -1.48 -0.181
C -7.3314 14.1847 4.3144 -1.94 0.03 1.37 -0.132
N -8.0370 15.7578 0.7810 -0.51 0.40 -0.77 0.044
H -4.8021 15.1377 -0.1295 0.48 0.50 0.91 0.075
H -5.6982 16.7567 0.0762 0.46 -0.11 -0.06 0.044
H -5.9661 15.5030 -1.1742 -0.97 0.38 0.03 0.075
H -6.9816 14.0063 0.5130 0.12 -0.08 -0.05 0.142
H -6.3291 16.0008 2.6807 -0.16 0.06 0.46 0.107
H -5.5132 14.4254 2.4537 0.27 0.02 0.35 0.129
H -7.2202 15.1808 4.7429 0.42 0.13 0.05 0.069
H -6.6169 13.4852 4.7484 0.46 -0.04 -0.52 0.095
H -8.3242 13.8665 4.6323 0.04 -0.24 0.67 0.076
H -7.8747 16.6138 1.2918 -0.01 0.52 -0.15 0.023
H -8.7017 15.2967 1.3856 -0.22 -0.38 -0.08 0.067
C -10.4473 24.0914 -1.4484 -0.72 0.28 0.95 -0.041
C -9.9374 23.1609 -0.3705 -1.17 0.47 -0.07 -0.480
C -10.9873 22.0917 -0.1146 1.34 0.07 0.11 -0.187
O -10.5365 21.3886 1.0175 0.38 -0.22 1.14 -0.230
C -11.2806 20.2062 1.3808 -0.03 -0.29 0.70 -0.049
N -8.5784 22.7197 -0.6377 -0.60 0.04 1.56 0.094
H -11.3927 24.4406 -1.0333 -0.10 0.55 -0.31 0.090
H -10.7208 23.5995 -2.3819 0.52 0.02 -0.15 0.100
H -9.7622 24.9355 -1.5277 -0.19 0.00 -0.55 0.093
H -9.8488 23.7290 0.5555 -0.33 0.25 0.36 0.131
H -11.0384 21.4209 -0.9721 -0.30 -0.12 -0.14 0.146
H -11.9316 22.5980 0.0853 -0.17 -0.24 -0.08 0.143
H -10.8419 19.3420 0.8822 -0.07 0.01 0.15 0.095
H -12.3572 20.2457 1.2150 0.03 0.59 -0.84 0.100
H -11.2703 20.0992 2.4655 0.80 -0.08 -0.08 0.080
H -8.6203 22.4929 -1.6211 1.06 -0.60 -0.25 0.105
H -8.1091 23.6075 -0.5297 0.90 -0.12 -0.55 0.087
C -11.8495 10.9070 2.5390 1.74 1.02 -0.15 -0.060
C -11.7488 10.9203 4.0953 -0.10 0.51 -3.44 -0.455
C -11.5040 12.3039 4.7032 -0.87 0.90 -0.67 -0.173
O -12.4167 13.2951 4.1732 0.38 1.01 -0.22 -0.208
C -12.0558 14.6976 4.4675 -0.22 -1.79 -0.42 -0.062
N -12.9357 10.2873 4.4212 -2.89 -1.21 3.94 0.010
H -10.8653 11.1975 2.1717 0.03 0.09 -0.53 0.066
H -12.5692 11.6353 2.1652 0.02 0.19 0.37 0.072
H -12.1170 9.9696 2.0514 0.13 -0.30 0.70 0.075
H -10.9609 10.2527 4.4442 0.47 0.21 -0.10 0.136
H -10.4868 12.6308 4.4873 0.26 -0.08 0.18 0.104
H -11.6963 12.2408 5.7743 0.37 -0.06 0.34 0.120
H -12.5259 15.4032 3.7824 -0.58 -0.53 -0.17 0.079
H -10.9972 14.8459 4.2540 0.26 -0.10 0.65 0.054
H -12.3977 14.9248 5.4772 0.51 0.18 0.14 0.085
H -13.1384 10.5902 5.3632 -0.09 -0.68 0.92 0.070
H -13.8653 10.4412 4.0576 0.60 0.64 -1.53 0.089

=====

No. 2
130
Properties=species:S:1:pos:R:3:forces:R:3:lowdin_charge:R:1 method="wB97M-V/def2-TZVPD" multiplicity=2 total_charge=+1 homo_energy_ev="-10.55 / -10.55" e_lumo_ev="-3.58 / -8.13" gap_ev="6.97 / 2.42" s_squared=0.76
C 3.3221 -4.3258 4.1872 -0.50 -0.15 0.28 0.012
C 3.5712 -4.0570 2.7407 0.45 0.01 1.23 -0.632
O 4.4239 -4.6054 2.0908 1.33 -0.56 -1.05 0.041
N 2.6708 -3.2251 2.2519 -1.24 1.50 -2.56 0.031
C 2.7619 -2.6727 0.8579 0.16 0.26 2.12 -0.035
H 2.8359 -3.4607 4.6381 -0.10 -0.21 0.15 0.070
H 4.1508 -4.6475 4.8180 0.05 -0.10 -0.54 0.091
H 2.5919 -5.1198 4.0310 -0.21 -0.31 0.98 0.096
H 1.8950 -2.9147 2.8193 0.01 0.05 0.11 0.065
H 1.8002 -2.5504 0.3597 0.11 -0.63 0.17 0.043
H 3.5013 -3.2463 0.2991 -0.32 0.03 0.07 0.057
H 3.1210 -1.6569 1.0234 0.30 0.16 -0.50 0.060
C -0.9153 -4.7336 1.2210 -0.02 0.64 -0.47 -0.008
C -0.0179 -5.9697 1.1493 -3.85 -0.23 4.42 -0.560
O -0.3240 -6.9569 1.8583 0.60 1.00 -1.62 0.005
N 1.1012 -5.7662 0.5508 0.60 -0.35 -1.20 0.022
C 2.1018 -6.7780 0.6494 2.24 0.29 -1.19 -0.050
H -1.8846 -4.9250 1.6813 -0.02 -0.34 -0.54 0.078
H -0.9501 -4.2495 0.2450 -0.71 -0.24 -0.44 0.071
H -0.5142 -3.9024 1.8009 0.67 -0.45 0.54 0.033
H 1.1861 -4.8526 0.1286 0.78 -0.34 -0.16 0.093
H 2.8772 -6.4000 1.3157 0.09 -0.54 0.29 0.078
H 2.5849 -6.8478 -0.3251 0.20 -0.05 -0.12 0.064
H 1.7815 -7.7967 0.8683 -0.58 0.61 0.41 0.099
C 3.0891 3.9444 -3.4537 1.85 0.73 -0.55 -0.013
C 1.9843 4.4690 -4.3246 -1.86 -4.64 1.16 -0.554
O 1.1206 3.6101 -4.6798 1.23 2.41 -0.19 -0.024
N 1.9581 5.7611 -4.4992 -0.81 1.85 -0.42 0.011
C 1.0458 6.4579 -5.4181 1.02 0.19 0.45 -0.030
H 3.0275 4.2365 -2.4054 -0.40 -0.35 -0.01 0.072
H 4.0026 4.4298 -3.7971 0.34 0.33 0.09 0.077
H 3.3529 2.9030 -3.6378 -0.82 -0.10 0.36 0.081
H 2.6811 6.3389 -4.0947 0.01 -0.34 -0.07 0.148
H 0.8097 7.4349 -4.9965 -0.13 -0.09 0.04 0.084
H 0.1279 5.8967 -5.5929 0.41 -0.09 -0.17 0.083
H 1.6961 6.6266 -6.2765 -0.87 0.05 -0.65 0.090
C -1.0798 -0.3479 0.8630 0.07 -1.09 -0.53 0.018
C -0.5734 0.5051 -0.2996 1.43 -0.63 0.24 -0.565
O -0.8260 1.6808 -0.4209 -1.63 1.73 0.34 0.014
N 0.2999 -0.0226 -1.1548 1.38 -2.24 -0.10 0.033
C 0.7584 0.5739 -2.4140 -1.21 0.67 0.93 -0.020
H -0.7531 -1.3874 0.8901 0.98 0.00 -0.33 0.069
H -2.1275 -0.6089 0.7138 -0.44 0.92 0.34 0.047
H -0.7985 0.0569 1.8352 -0.47 0.40 -0.14 0.069
H 0.5788 -0.9900 -1.0745 -0.19 -0.11 0.27 0.106
H -0.2029 0.7476 -2.8975 0.55 0.08 -1.14 0.091
H 1.4539 -0.1073 -2.9043 -0.45 0.02 -0.08 0.089
H 1.2149 1.5508 -2.2545 0.03 -0.12 -0.03 0.053
C -2.9193 3.9455 7.3058 -0.82 0.23 -0.80 0.014
C -2.8139 2.6094 6.6835 1.43 -3.22 1.95 -0.568
O -2.6647 1.5700 7.3546 -0.33 0.95 -0.42 0.006
N -2.8644 2.5078 5.3622 0.38 0.50 -2.67 0.002
C -2.9038 1.2699 4.5378 -1.35 1.16 2.04 -0.052
H -3.5351 4.4661 6.5724 -0.22 0.79 0.52 0.083
H -1.9777 4.4868 7.3983 0.00 -0.31 0.20 0.098
H -3.4483 3.7759 8.2436 0.24 0.48 0.00 0.098
H -2.9211 3.3555 4.8161 -0.17 0.00 0.23 0.103
H -1.9583 0.8427 4.2036 0.01 0.46 -0.15 0.050
H -3.6381 1.5794 3.7941 0.45 -0.58 -0.75 0.076
H -3.4139 0.5758 5.2058 0.17 -0.48 -0.16 0.077
C 4.2985 -3.6841 -2.7879 -0.33 -0.86 0.18 -0.235
S 2.7162 -4.2998 -2.1333 -0.40 1.08 -1.37 0.850
O 1.8670 -3.0803 -1.8315 0.26 -0.81 -0.56 -0.587
C 2.1642 -5.0467 -3.7409 0.41 -0.32 0.35 -0.225
H 4.8186 -4.5910 -3.0963 0.29 -0.04 0.18 0.057
H 4.8132 -3.2123 -1.9509 0.07 0.16 -0.32 0.052
H 4.1653 -3.0919 -3.6932 -0.18 0.36 0.37 0.051
H 2.6014 -6.0450 -3.7633 -0.32 -0.30 0.39 0.048
H 2.5607 -4.6285 -4.6661 -0.17 0.86 0.29 0.040
H 1.0749 -5.0840 -3.7438 0.15 -0.03 0.05 0.057
C -0.6961 -1.9369 6.1230 0.22 0.62 -0.30 -0.215
S -0.6367 -1.6359 4.3036 -0.48 -1.67 0.20 0.862
O 0.1570 -2.7289 3.6447 0.77 0.56 0.24 -0.580
C -2.2946 -2.2373 3.8066 -0.34 0.91 1.21 -0.237
H 0.3190 -1.8936 6.5177 0.21 -0.25 -0.42 0.056
H -1.1781 -2.8534 6.4633 -0.09 0.05 -0.39 0.068
H -1.1412 -1.0360 6.5453 -0.52 -0.04 0.01 0.042
H -2.5910 -1.6876 2.9133 0.19 -0.34 -0.07 -0.002
H -2.9935 -2.0007 4.6089 -0.20 0.14 -0.01 0.049
H -2.2730 -3.3224 3.7057 0.35 0.17 -0.25 0.065
C 2.9602 -0.1112 -6.1480 -0.69 -0.63 0.27 -0.235
S 1.9849 -1.6512 -6.5169 -1.15 0.79 1.83 0.800
O 0.5378 -1.3419 -6.0931 2.10 -0.38 -1.07 -0.577
C 2.1948 -1.6597 -8.2848 -0.76 -0.05 -0.08 -0.284
H 3.8699 -0.0916 -6.7481 -0.11 0.15 0.07 0.049
H 3.1802 -0.1424 -5.0809 0.26 -0.29 -0.05 0.026
H 2.3106 0.7590 -6.2418 -0.02 -0.04 -0.60 0.055
H 1.7008 -0.7752 -8.6870 0.44 0.10 -0.25 0.064
H 1.6840 -2.5392 -8.6765 -0.03 -0.02 0.12 0.052
H 3.2618 -1.7829 -8.4707 -0.06 0.38 -0.16 0.056
C -1.6286 4.7007 0.2767 -0.45 0.75 -0.62 -0.272
S -1.6860 5.2869 2.0379 -1.51 -0.89 -1.17 0.873
O -3.1725 5.4616 2.3558 1.84 -0.55 -0.17 -0.581
C -1.1195 3.6860 2.6824 0.07 0.46 0.94 -0.266
H -1.9385 5.5162 -0.3768 -0.02 0.43 0.34 0.040
H -2.3810 3.9466 0.0455 0.01 -0.20 0.68 0.023
H -0.6763 4.3705 -0.1383 0.29 -0.09 0.73 0.038
H -1.5178 2.8006 2.1868 0.03 0.24 -0.24 0.042
H -1.3949 3.6851 3.7371 -0.09 -0.01 -0.07 0.020
H -0.0309 3.7148 2.7276 0.16 -0.17 -0.48 0.040
C 4.1867 1.1070 1.5822 -1.32 0.50 0.44 -0.225
S 2.4868 1.8609 1.6550 0.60 0.83 -0.31 0.812
O 2.6244 3.0090 2.6134 -0.26 -0.59 -0.35 -0.562
C 2.4208 2.5643 -0.0177 0.04 -0.14 -0.62 -0.276
H 4.9111 1.9186 1.5145 -0.03 -0.13 -0.12 0.059
H 4.2713 0.3331 0.8193 0.01 0.17 0.03 0.037
H 4.1763 0.6766 2.5836 0.54 -0.18 -0.08 0.042
H 3.0221 3.4611 -0.1673 0.50 -0.23 0.49 0.056
H 1.4354 2.8520 -0.3842 -0.39 -0.28 0.70 0.026
H 2.7419 1.7606 -0.6804 0.23 0.05 -0.08 0.038
C -7.1933 -1.0388 1.1837 0.31 0.31 -0.38 -0.110
S -5.3816 -0.6130 1.6802 -0.12 -1.18 -0.74 1.086
O -4.5064 -1.8377 1.4885 -1.34 1.48 0.30 -0.314
C -4.8527 0.6333 0.4463 -0.47 -0.66 -0.33 -0.155
H -7.6631 -0.2075 0.6580 0.65 0.50 0.00 0.072
H -7.8903 -1.2522 1.9941 0.80 -0.28 0.47 0.074
H -7.1164 -1.8515 0.4614 0.27 -0.19 0.29 0.075
H -5.2756 1.6160 0.6546 -0.12 -0.12 0.09 0.095
H -5.2919 0.1241 -0.4115 -0.11 0.55 -0.42 0.062
H -3.7768 0.6710 0.2755 0.09 -0.11 0.65 0.057
C -3.5429 1.8714 -2.8155 -0.36 1.16 -0.03 -0.233
S -4.0327 3.6858 -2.9431 1.19 -0.68 0.13 0.854
O -4.2765 4.2116 -1.5605 0.32 -0.41 -0.59 -0.574
C -2.3384 4.1908 -3.5162 -0.59 -0.35 0.01 -0.245
H -4.3789 1.4427 -2.2627 -0.09 -0.29 -0.44 0.011
H -2.6156 1.6510 -2.2867 0.10 0.53 0.11 0.024
H -3.4475 1.5641 -3.8569 -0.32 -0.39 0.13 0.052
H -2.0574 3.6541 -4.4223 -0.29 -0.28 -0.02 0.051
H -1.6409 3.8787 -2.7388 0.07 0.51 0.07 0.042
H -2.3432 5.2425 -3.8027 0.05 0.04 0.58 0.049